Entry 1:
Molecular formula: C34H21ClN3O2S6Ta
Method: DFT, ωB97M-V/def2-TZVPD

Calculated values
Energy ... -4529.489328 a.u.
HOMO level ... -7.7355 eV
Gap between HOMO and LUMO ... 5.9 eV
Energy relative to the best compared isomer or geometry (same formula, charge and spin) ... 38.6 kcal per mole

```
68
Properties=species:S:1:pos:R:3:nbo_charge:R:1
Ta 0.33946 -0.45680 -0.05413 0.793
Cl -2.35342 3.86303 6.68452 0.004
S -1.34375 -0.95373 1.76814 -0.147
S 0.67178 1.80426 -0.66411 0.012
S 2.54921 -1.48555 -0.39299 -0.053
S 1.71638 0.28787 1.86106 -0.025
S -0.13737 -3.07401 -0.28440 0.427
S 0.31707 -0.70409 -2.50974 -0.051
O -2.39239 2.00709 0.32600 -0.516
O -4.39526 3.03707 0.34127 -0.600
N -2.10140 -0.67899 -1.07197 -0.450
N 4.31131 -0.15931 -7.16258 -0.281
N 7.13455 -1.35325 -4.45562 -0.276
C -1.76398 2.69035 4.32636 -0.255
C -3.40459 2.67789 0.92672 0.805
C 0.52432 4.02452 0.94790 -0.145
C 4.29531 -1.30365 -2.45579 -0.200
C -0.97457 -4.29429 3.98553 -0.173
C -3.76332 4.05717 4.39097 -0.246
C -2.54867 1.75535 -1.08003 -0.134
C 4.04417 -0.39772 -6.07212 0.269
C -2.64834 3.50871 5.00665 -0.007
C -2.97609 0.33240 -1.27925 0.221
C -1.18085 -2.98215 3.59735 -0.212
C 3.69367 -0.67101 -4.70673 -0.147
C -4.29826 0.12843 -1.63528 -0.229
C 0.82456 2.66660 0.86762 -0.242
C 1.47401 2.67552 3.18964 -0.219
C 4.65865 -1.06247 -3.77016 -0.121
C -3.99450 3.77150 3.05782 -0.135
C 0.70098 4.70125 2.13892 -0.235
C -2.57466 -1.91975 -1.24547 0.255
C 1.28344 1.97830 1.99390 -0.182
C 2.00087 -0.79138 -2.99614 -0.220
C -0.28933 -4.87491 1.76743 -0.215
C -0.52937 -5.24817 3.07805 -0.226
C 1.18784 4.02410 3.25642 -0.198
C 2.96545 -1.16991 -2.05887 -0.048
C -3.11221 2.95707 2.35779 -0.214
C 2.37132 -0.53974 -4.31152 -0.145
C -1.99628 2.42004 2.98784 -0.072
C 6.03626 -1.21934 -4.15077 0.267
C -0.51466 -3.56277 1.37170 -0.171
C -0.96048 -2.59571 2.27728 -0.172
C -4.77586 -1.15634 -1.80945 -0.129
C -1.72105 -3.15275 -1.12068 -0.594
C -3.88951 -2.18778 -1.61263 -0.240
H -0.90394 2.27758 4.83265 0.235
H 0.08749 -5.58967 1.04889 0.226
H 1.33747 4.55602 4.18595 0.220
H -4.85645 4.17777 2.54638 0.238
H -1.51097 -2.24659 4.31799 0.230
H -1.31182 1.78647 2.45173 0.226
H -4.19667 -3.21773 -1.73120 0.224
H -0.35589 -6.26501 3.39709 0.223
H -5.80421 -1.34329 -2.08418 0.230
H -1.15407 -4.57517 5.01438 0.221
H -3.31207 2.41472 -1.48837 0.227
H -4.43282 4.69132 4.95315 0.232
H 1.62787 -0.23565 -5.03484 0.238
H 5.05109 -1.59214 -1.73982 0.242
H -1.59541 1.96683 -1.54748 0.236
H -2.29670 -3.93547 -0.62581 0.257
H 0.46314 5.75368 2.20433 0.220
H -1.50779 -3.51308 -2.12962 0.264
H 1.84859 2.15053 4.05737 0.225
H -4.93923 0.98977 -1.75265 0.241
H 0.15745 4.54476 0.07257 0.215
```

***

Entry 2:
Molecular formula: C16H50N2O12
Method: DFT, ωB97M-V/def2-TZVPD

Calculated values
Energy ... -1651.889354 a.u.
HOMO level ... -8.9190 eV
Gap between HOMO and LUMO ... 9.0 eV
SMILES ... COCCNCCOC.COCCNCCOC.OCCO.OCCO.O.O.O.O
Energy relative to the best compared isomer or geometry (same formula, charge and spin) ... 0.0 kcal per mole

```
80
Properties=species:S:1:pos:R:3:mulliken_charge:R:1
O 17.63542 -21.08631 0.33759 -0.534
O 21.07694 -25.94239 -0.31178 -0.315
O 12.16885 -22.77638 2.83475 -0.349
O 11.55470 -18.73803 -0.80274 -0.570
O 12.15375 -22.06238 0.09686 -0.546
O 10.61504 -18.34545 2.00630 -0.599
O 19.75371 -21.28275 4.24324 -0.426
O 14.95963 -17.40647 3.49737 -0.575
O 15.50307 -22.48253 2.92979 -0.485
O 13.53239 -20.49124 -1.96528 -0.608
O 15.76441 -24.39646 0.92612 -0.289
O 15.77444 -19.80999 2.15363 -0.563
N 21.17191 -24.37665 3.01208 -0.350
N 13.83983 -24.94373 3.25576 -0.113
C 11.95502 -18.51623 1.58797 0.338
C 13.32542 -22.49097 -0.60914 0.669
C 21.09193 -24.36120 1.56362 -0.146
C 20.93356 -25.80290 1.08375 -0.523
C 17.10225 -24.41294 0.49359 -1.058
C 14.85708 -25.83802 2.72279 -0.946
C 11.58218 -24.02652 3.09414 -0.832
C 12.09114 -17.92269 0.20487 -0.598
C 22.42772 -25.90688 -0.76810 -0.693
C 21.13034 -23.04018 3.58789 -0.674
C 18.51221 -20.62988 4.14780 -0.387
C 19.88844 -22.29081 3.25622 -0.160
C 12.58419 -22.06930 4.00478 -0.774
C 14.16456 -21.32171 -1.02698 -0.209
C 12.52875 -25.14322 2.69396 -0.384
C 15.19978 -25.69149 1.22409 -0.434
H 10.65524 -18.98589 -0.56277 0.301
H 15.82442 -17.06239 3.23479 0.279
H 13.14153 -21.19574 3.66412 0.103
H 19.88921 -21.81701 2.26835 0.285
H 18.21196 -20.34137 0.14169 0.249
H 12.22078 -19.57449 1.57044 -0.054
H 10.70639 -24.11867 2.44150 0.376
H 16.01816 -22.99735 3.56427 0.253
H 22.10790 -24.71871 3.22382 0.256
H 15.71229 -22.88305 2.06274 0.090
H 17.78506 -24.60336 1.33474 0.344
H 10.56980 -18.44725 2.95936 0.305
H 19.02598 -22.97558 3.31225 0.135
H 15.78062 -25.68293 3.29986 0.330
H 21.97355 -23.90188 1.08960 0.261
H 22.40262 -25.85729 -1.85771 0.246
H 22.97998 -25.04000 -0.39980 0.318
H 17.33104 -23.42804 0.08179 0.216
H 14.13730 -24.00194 3.00191 0.129
H 13.14193 -17.75770 -0.03033 0.335
H 12.20153 -22.39532 1.00288 0.420
H 15.40729 -19.04934 2.63901 0.359
H 22.94688 -26.83339 -0.48907 0.269
H 12.10385 -26.09125 3.03351 0.420
H 13.02828 -23.09481 -1.46984 0.235
H 15.08661 -21.68940 -1.49014 0.283
H 12.52908 -25.14839 1.59161 0.212
H 13.26473 -22.67712 4.60620 0.387
H 11.71958 -21.75940 4.59704 0.311
H 11.58082 -16.95056 0.19885 0.330
H 17.28007 -25.15730 -0.28802 0.515
H 17.67413 -21.33108 4.12144 0.019
H 15.65711 -20.58838 2.72938 0.285
H 18.43657 -19.97253 5.00962 0.347
H 21.63548 -26.45721 1.62843 0.360
H 14.27692 -25.77084 0.64335 0.204
H 12.74985 -20.07355 -1.55224 0.415
H 14.45406 -20.75765 -0.12745 0.096
H 14.74268 -16.93490 4.30921 0.258
H 14.57872 -26.88445 2.90661 0.452
H 13.93240 -23.13412 0.04635 -0.511
H 22.01417 -22.43148 3.33087 0.301
H 15.88618 -26.49323 0.94712 0.552
H 11.25205 -24.13051 4.12991 0.531
H 12.64389 -17.99746 2.26810 0.157
H 16.84336 -20.67949 0.73346 0.278
H 21.13840 -23.09949 4.67983 0.385
H 19.92564 -26.14188 1.31918 0.236
H 20.21860 -23.80068 1.22928 0.009
H 18.48310 -20.04101 3.22156 0.262
```

***

> Which value of gap between HOMO and LUMO does entry 1 give?

5.9 eV

***

> What is the gap between HOMO and LUMO in the second record?

9.0 eV